# 1
49
Properties=species:S:1:pos:R:3 method="wB97M-V/def2-TZVPD" charge=-1 multiplicity=6 e_above_lowest_ev=0.0000 gap_ev="5.144 / 6.268"
Fe 0.28 -0.38 0.15
C -3.20 1.06 -0.30
C -2.00 1.14 -1.21
C -1.38 -0.03 -1.68
C -0.23 0.05 -2.48
C 0.28 1.28 -2.84
C -0.35 2.44 -2.41
C -1.47 2.37 -1.59
H -3.16 0.16 0.32
H -4.12 1.03 -0.89
H -3.24 1.92 0.36
H -1.81 -1.00 -1.46
H 0.22 -0.87 -2.82
H 1.18 1.34 -3.44
H 0.05 3.41 -2.68
H -1.93 3.28 -1.22
O -1.14 -6.10 3.56
C -0.91 -5.09 2.94
S -1.26 -3.47 3.52
C -0.70 -2.60 2.11
C -0.21 -3.33 1.10
S 0.40 -2.72 -0.44
S -0.20 -5.07 1.33
S -0.82 -0.83 2.17
Te 0.98 2.28 0.88
C 1.97 2.29 2.73
C 1.48 1.50 3.77
C 2.12 1.51 5.00
C 3.25 2.30 5.19
C 3.74 3.07 4.14
C 3.10 3.06 2.91
C -0.46 3.69 1.58
C -1.50 3.27 2.41
C -2.43 4.17 2.90
C -2.35 5.51 2.56
C -1.33 5.95 1.72
C -0.40 5.04 1.24
H 0.62 0.86 3.61
H 1.75 0.89 5.80
H 3.76 2.30 6.15
H 4.63 3.67 4.28
H 3.50 3.65 2.09
H -1.58 2.22 2.68
H -3.23 3.82 3.55
H -3.08 6.21 2.94
H -1.27 6.99 1.45
H 0.39 5.39 0.58
S 3.82 -0.21 0.88
C 2.39 0.07 0.35

=====

# 2
51
Properties=species:S:1:pos:R:3 method="wB97M-V/def2-TZVPD" charge=+4 multiplicity=1 gap_ev="4.527 / 4.022"
Sn 0.04 1.24 0.24
C -4.42 -0.82 -0.39
C -3.98 -1.87 -1.24
C -2.70 -1.83 -1.81
C -1.98 -0.63 -1.63
N -2.37 0.30 -0.77
C -3.56 0.27 -0.23
C -0.74 -0.38 -2.39
C -0.49 -1.11 -3.56
C 0.67 -0.84 -4.24
C 1.53 0.14 -3.82
C 1.33 0.74 -2.58
N 0.15 0.52 -1.88
C 2.18 1.81 -2.08
C 3.10 2.53 -2.88
C 3.54 3.73 -2.42
C 3.00 4.33 -1.29
C 2.13 3.56 -0.52
N 1.79 2.32 -0.86
H -5.41 -0.79 0.05
H -4.69 -2.68 -1.43
H -2.28 -2.53 -2.56
H -3.92 1.14 0.37
H -1.23 -1.78 -3.99
H 0.88 -1.42 -5.10
H 2.34 0.46 -4.49
H 3.57 2.08 -3.75
H 4.29 4.27 -2.98
H 3.32 5.35 -0.96
H 1.81 3.87 0.52
O -2.67 -0.43 6.71
C -2.13 -0.67 5.50
C -0.99 0.08 5.06
C -0.38 -0.28 3.90
N -0.85 -1.15 3.04
C -1.95 -1.81 3.35
Br -2.82 -2.96 2.11
C -2.55 -1.71 4.60
H -2.61 0.53 6.98
H -0.47 0.71 5.75
H 0.62 0.08 3.59
H -3.53 -2.16 4.80
N 2.47 -2.34 0.28
C 3.46 -1.30 0.03
C 2.85 -0.15 0.42
N 1.51 -0.41 0.71
C 1.34 -1.76 0.66
H 2.59 -3.37 0.15
H 4.46 -1.46 -0.34
H 3.33 0.83 0.40
H 0.42 -2.25 0.96

=====

# 3
51
Properties=species:S:1:pos:R:3 method="wB97M-V/def2-TZVPD" charge=0 multiplicity=1 e_above_lowest_ev=0.1652 gap_ev=7.427
Cd 0.26 -2.38 1.24
O 1.94 -2.85 -1.24
C 1.84 -2.11 -0.29
C 2.73 -0.91 -0.13
C 4.09 -1.06 -0.35
C 4.96 0.01 -0.15
C 4.45 1.24 0.24
C 3.09 1.40 0.44
C 2.21 0.33 0.28
P 0.42 0.44 0.65
C -0.37 0.36 -1.00
C 0.31 0.27 -2.21
C -0.39 0.22 -3.41
C -1.78 0.28 -3.41
C -2.47 0.37 -2.21
C -1.77 0.40 -1.01
C 0.16 2.20 1.09
C -0.25 3.17 0.19
C -0.49 4.47 0.63
C -0.31 4.80 1.97
C 0.11 3.83 2.87
C 0.34 2.53 2.44
H 4.47 -2.02 -0.67
H 6.02 -0.12 -0.29
H 5.12 2.08 0.38
H 2.70 2.37 0.73
H 1.40 0.25 -2.23
H 0.15 0.14 -4.34
H -2.32 0.25 -4.35
H -3.55 0.42 -2.20
H -2.31 0.48 -0.07
H -0.39 2.93 -0.85
H -0.82 5.23 -0.07
H -0.50 5.81 2.31
H 0.25 4.08 3.92
H 0.64 1.77 3.14
C -1.14 -3.66 -1.74
S -1.47 -3.80 0.04
C -2.75 -2.62 0.29
C -2.86 -1.95 1.44
S -1.77 -2.08 2.78
S -4.22 -0.85 1.53
C -4.87 -1.15 -0.05
S -6.18 -0.38 -0.66
S -3.98 -2.34 -0.93
H -0.17 -4.12 -1.91
H -1.09 -2.61 -2.03
H -1.90 -4.19 -2.30
O 1.00 -3.46 3.56
H 0.24 -3.17 4.08
H 1.22 -4.33 3.88

=====

# 4
52
Properties=species:S:1:pos:R:3 method="wB97M-V/def2-TZVPD" charge=0 multiplicity=1 e_above_lowest_ev=0.6282 gap_ev="7.084 / 6.945"
Co -1.80 1.95 -1.70
O -3.46 1.10 -0.96
S -2.68 0.43 0.13
O -3.31 0.42 1.41
O -2.25 -0.93 -0.34
O -1.38 1.29 0.08
S -0.11 3.39 -1.68
C -1.30 4.16 -0.67
C -1.10 5.01 0.41
C -2.20 5.36 1.16
C -3.47 4.85 0.83
C -3.58 3.99 -0.23
N -2.51 3.69 -0.99
H -0.10 5.35 0.66
H -2.09 6.02 2.01
H -4.34 5.10 1.42
H -4.52 3.55 -0.52
S -0.82 0.27 -2.67
Sb 0.02 -0.75 -0.66
C 0.23 -2.73 -1.30
C 1.50 -3.30 -1.38
C 1.64 -4.63 -1.78
C 0.51 -5.38 -2.08
C -0.76 -4.81 -2.00
C -0.90 -3.49 -1.60
C -0.02 -0.93 1.45
C 0.32 0.14 2.27
C 0.15 0.03 3.65
C -0.39 -1.12 4.19
C -0.75 -2.18 3.37
C -0.58 -2.08 1.99
C 2.01 0.00 -0.87
C 2.48 0.44 -2.11
C 3.82 0.77 -2.28
C 4.71 0.65 -1.22
C 4.26 0.20 0.01
C 2.92 -0.13 0.18
H 2.39 -2.72 -1.15
H 2.62 -5.07 -1.85
H 0.62 -6.41 -2.39
H -1.63 -5.40 -2.23
H -1.88 -3.04 -1.54
H 0.71 1.06 1.85
H 0.42 0.86 4.29
H -0.55 -1.19 5.26
H -1.19 -3.07 3.79
H -0.87 -2.90 1.35
H 1.79 0.55 -2.94
H 4.17 1.11 -3.25
H 5.75 0.91 -1.36
H 4.95 0.11 0.84
H 2.59 -0.50 1.14